This record from OMol25 describes a 10-piece molecular cluster, C38H69NO31 overall at a distorted geometry. The level of theory is the ωB97M-V functional and the def2-TZVPD basis.

Positions of all 139 atoms, in Å:
1 O 4.2199 -2.2117 -4.7184
2 O 7.8933 4.5118 3.9893
3 O 3.0573 -4.1358 -4.9584
4 O 3.1739 -2.5533 -6.5690
5 O 2.4482 1.3597 -8.6158
6 O -10.5716 -6.3431 1.4129
7 O -3.7771 0.6694 -5.2631
8 O -12.5420 0.0436 3.9872
9 O -8.8658 -5.7335 0.0643
10 O 8.2387 2.0863 -5.2991
11 O 7.2302 0.9757 1.2293
12 O -3.9862 -3.2958 6.1725
13 O 7.8481 4.9423 6.1029
14 O -2.6113 -2.2146 4.7439
15 O 6.6294 3.2060 5.3289
16 O -4.7964 -2.0955 0.1866
17 O 7.8592 1.7376 -0.6872
18 O -5.7799 -2.2241 2.2207
19 O -0.7210 2.3851 9.5900
20 O -0.6242 2.8923 11.6851
21 O -1.5633 0.9724 -5.5915
22 O -2.2494 0.4553 -3.6135
23 O -2.0838 1.3003 11.0258
24 O -11.2954 -1.6408 4.4986
25 O 6.1777 0.2306 -0.6252
26 O 9.0868 0.1653 -4.4310
27 O 8.7469 0.3554 -6.6506
28 O -9.3225 -4.6895 2.0129
29 O -5.5053 -0.2831 1.1095
30 O -2.5205 -1.7127 6.8399
31 O -10.3109 0.2229 3.6886
32 N 4.3623 1.9729 -7.4199
33 C 3.4436 -3.0757 -5.3699
34 C 4.6086 3.3519 -7.8806
35 C -12.6809 1.3770 3.4936
36 C -3.1764 -2.9802 3.6738
37 C -6.1433 0.3925 2.2021
38 C -1.8360 1.2534 -6.9658
39 C -9.5219 -5.6012 1.0641
40 C 9.7408 2.7300 -6.9230
41 C -10.9007 -7.3710 0.4766
42 C -3.1260 -2.4892 5.9403
43 C 8.2979 2.5332 -6.6828
44 C 6.4247 0.7595 -6.9122
45 C 2.9831 1.6021 -7.5613
46 C 2.3417 -3.3796 -7.3881
47 C 7.3759 4.6416 7.4171
48 C -11.2861 -0.3979 4.0262
49 C -4.6139 -3.5155 0.1963
50 C -5.3972 -1.5969 1.2643
51 C 5.3138 0.9932 -7.9699
52 C -2.9776 -1.9004 8.1811
53 C 7.3823 4.1287 5.1553
54 C -1.2917 1.6118 8.5332
55 C 7.0082 0.9141 -0.0855
56 C -2.6445 0.6963 -4.8616
57 C 7.7294 1.7722 -2.1156
58 C 2.1906 1.5775 -6.2715
59 C -3.3123 0.1403 -2.7098
60 C -9.9982 -2.2330 4.5946
61 C -8.2167 -3.8179 1.7623
62 C -1.2281 2.1129 10.7904
63 C 7.8131 1.2432 -7.3385
64 C 7.4695 3.7159 2.8776
65 C 10.9171 2.8384 -7.1034
66 C -1.0751 2.7023 13.0278
67 C 6.3770 0.1369 2.0128
68 C 8.7344 0.8071 -5.3627
69 C 4.6575 4.2997 -6.6745
70 C 4.6166 -2.6375 -3.4090
71 H 5.3346 0.4213 1.8838
72 H -2.4755 2.1284 -7.0641
73 H 1.7356 2.5565 -6.1289
74 H -4.0362 -1.6626 8.2655
75 H 5.7483 1.3017 -8.9220
76 H 3.6678 4.3322 -6.2227
77 H 7.9522 4.1239 1.9948
78 H 1.4679 0.7706 -6.2463
79 H -13.7426 1.6038 3.5163
80 H 2.9001 1.4313 -5.4600
81 H 6.6641 0.2884 3.0498
82 H 6.7368 2.1225 -2.3969
83 H -2.7959 -2.9197 8.5159
84 H 6.1111 1.2802 -6.0124
85 H -2.9948 -4.0436 3.8265
86 H -0.8781 1.4577 -7.4370
87 H -3.9850 -3.8192 1.0306
88 H -12.1474 2.0801 4.1301
89 H 5.2347 -1.8434 -2.9999
90 H 5.5703 3.3727 -8.3907
91 H -4.2407 -2.7872 3.5773
92 H -9.3684 -1.6678 5.2797
93 H -11.1577 -6.9424 -0.4901
94 H 3.7455 -2.7796 -2.7730
95 H 7.7789 2.6830 3.0032
96 H 2.2065 -2.8453 -8.3243
97 H 7.9220 0.7946 -2.5398
98 H 7.6838 3.6418 7.7170
99 H -4.0124 0.9697 -2.6335
100 H 6.5183 -0.9089 1.7474
101 H 4.8634 0.0183 -8.1410
102 H 5.1974 -3.5559 -3.4654
103 H -2.4122 -1.2154 8.8048
104 H -1.1112 0.5523 8.6958
105 H 7.7663 3.4481 -6.9202
106 H -6.1613 1.4460 1.9414
107 H 1.3722 -3.5337 -6.9188
108 H -5.5730 -4.0268 0.2392
109 H 6.2924 4.7303 7.4662
110 H -10.0747 -8.0713 0.3686
111 H 8.4736 2.4709 -2.4835
112 H -0.5059 3.3924 13.6434
113 H -2.1354 2.9315 13.1132
114 H -8.1477 -3.1290 2.5919
115 H -8.3742 -3.2498 0.8457
116 H -2.6719 -2.6632 2.7634
117 H -11.7637 -7.8907 0.8819
118 H -12.3181 1.4478 2.4700
119 H -7.1634 0.0366 2.3343
120 H -4.1175 -3.7662 -0.7361
121 H 3.8449 3.6959 -8.5802
122 H 6.3894 3.7751 2.7541
123 H -2.2968 0.3964 -7.4532
124 H 6.4963 -0.2876 -6.6325
125 H -0.8003 1.9188 7.6151
126 H -5.5745 0.2566 3.1198
127 H 7.8282 5.3725 8.0809
128 H -3.8308 -0.7620 -3.0273
129 H 7.9423 1.2751 -8.4158
130 H 2.8231 -4.3353 -7.5849
131 H -2.3596 1.8046 8.4469
132 H -7.2910 -4.3827 1.7041
133 H -2.8587 -0.0324 -1.7385
134 H 11.9782 2.7464 -7.0493
135 H -10.1306 -3.2376 4.9844
136 H -9.5354 -2.2870 3.6174
137 H -0.8842 1.6827 13.3566
138 H 5.2967 3.8276 -5.9294
139 H 5.0141 5.2916 -6.9358

Force components x, y, z for each atom (eV/Å):
O 0.028 0.021 0.011
O -0.007 0.050 -0.033
O -0.039 -0.063 0.014
O -0.056 -0.018 -0.073
O 0.508 -0.074 0.008
O -0.038 -0.015 0.025
O -0.067 0.003 -0.032
O -0.044 0.010 0.009
O 0.043 -0.015 -0.064
O 0.215 0.061 -0.085
O -0.015 -0.022 0.038
O -0.046 -0.053 0.023
O 0.020 0.036 0.025
O 0.084 0.028 -0.070
O -0.046 -0.060 0.022
O 0.057 -0.030 -0.014
O -0.036 0.067 0.023
O -0.108 -0.031 -0.184
O 0.002 0.035 -0.024
O 0.024 0.036 0.017
O 0.083 0.018 -0.033
O 0.046 0.001 0.056
O -0.049 -0.059 0.018
O -0.015 -0.019 0.044
O -0.065 -0.055 -0.018
O 0.065 0.137 0.059
O -0.377 0.269 0.210
O -0.043 0.094 0.051
O 0.008 0.061 0.000
O 0.053 0.068 0.050
O 0.053 0.041 -0.033
N -0.062 -0.119 -0.878
C 0.136 0.188 0.008
C 0.067 0.422 0.704
C -0.126 0.157 -0.048
C -0.011 -0.123 -0.120
C -0.087 0.167 0.095
C 0.112 0.075 -0.264
C -0.039 0.012 0.077
C -0.485 0.496 -0.754
C -0.125 -0.161 -0.053
C 0.045 0.049 -0.028
C 0.709 -0.329 0.098
C -0.286 0.726 -0.765
C -0.981 -0.143 -0.053
C -0.097 0.028 -0.234
C 0.001 0.047 0.201
C -0.062 -0.062 0.002
C 0.033 -0.152 -0.094
C -0.045 0.165 -0.086
C 0.329 -0.358 0.908
C -0.031 0.038 0.265
C 0.066 0.055 -0.029
C -0.012 -0.041 -0.289
C 0.099 0.055 -0.001
C 0.069 -0.010 0.044
C -0.036 0.129 -0.128
C 1.044 -0.058 0.233
C -0.093 -0.075 0.234
C 0.132 -0.163 0.239
C 0.143 0.064 -0.083
C 0.072 0.047 -0.015
C 0.125 -0.208 0.455
C 0.014 -0.043 -0.233
C 0.350 -0.350 0.498
C 0.014 0.053 0.206
C -0.042 -0.066 0.207
C 0.074 -0.438 -0.187
C -0.111 -0.822 -0.136
C 0.135 0.086 0.206
H -0.008 -0.053 -0.085
H -0.098 -0.061 0.048
H -0.272 -0.016 -0.004
H -0.031 -0.095 -0.051
H -0.118 0.150 -0.129
H -0.068 0.340 0.030
H 0.082 0.093 0.087
H -0.298 0.137 -0.226
H -0.022 -0.115 0.046
H -0.103 0.025 0.174
H 0.073 0.092 -0.035
H -0.029 -0.070 0.026
H -0.079 -0.045 -0.083
H 0.014 0.022 0.095
H -0.055 0.003 0.077
H 0.067 -0.033 0.118
H -0.072 0.003 0.065
H 0.085 -0.019 -0.045
H -0.027 0.066 -0.093
H 0.020 -0.018 -0.145
H 0.083 -0.109 0.148
H 0.019 0.083 -0.082
H 0.096 0.008 -0.026
H -0.022 -0.090 -0.044
H -0.057 -0.017 0.054
H 0.066 0.097 0.047
H -0.053 -0.058 0.018
H -0.077 -0.042 -0.047
H -0.054 -0.031 -0.099
H -0.060 0.011 -0.084
H -0.500 0.165 -0.080
H -0.089 -0.058 -0.019
H 0.052 0.043 -0.088
H -0.048 -0.007 0.041
H -0.535 -0.061 0.592
H 0.058 -0.028 -0.116
H 0.041 -0.083 0.066
H -0.010 0.009 0.067
H -0.012 -0.092 -0.035
H 0.046 0.059 -0.065
H 0.066 0.006 0.146
H 0.061 0.041 -0.104
H -0.025 -0.090 -0.033
H -0.029 -0.099 0.120
H 0.031 -0.099 -0.067
H 0.106 0.133 0.107
H 0.002 0.078 0.100
H 0.093 0.010 0.030
H 0.028 -0.068 0.043
H 0.003 0.118 -0.031
H 0.027 -0.150 -0.230
H -0.015 -0.081 0.080
H -0.101 0.016 0.058
H 0.104 -0.162 -0.244
H 0.101 0.100 0.087
H -0.031 -0.089 0.008
H 0.058 0.052 -0.099
H -0.069 0.059 -0.067
H 0.412 -0.493 -0.029
H -0.034 -0.042 0.103
H -0.023 -0.077 0.091
H -0.011 -0.033 -0.057
H 0.136 0.023 -0.060
H -0.032 0.289 -0.321
H -0.196 0.013 -0.038
H -0.002 0.121 -0.047
H -0.082 -0.033 -0.044
H 0.228 0.258 0.097
H -0.075 0.132 0.041

Values from the calculation:
Gap between HOMO and LUMO = 9.7814 eV
Structure (SMILES) = C#C[C@@H]1OC(=O)O[C@H]1CCN(CC)C(C)=O.COC(=O)OC.COC(=O)OC.COC(=O)OC.COC(=O)OC.COC(=O)OC.COC(=O)OC.COC(=O)OC.COC(=O)OC.COC(=O)OC
Total charge = 0
Calculated total energy = -3876.5053 hartree

Mulliken population analysis, charges in e, atoms 1 to 8: -0.151 -0.337 -0.559 -0.186 -0.601 -0.334 -0.545 -0.332


This record from OMol25 describes a 4-piece molecular cluster, C38H70F2O22PS2 overall at a distorted geometry. The level of theory is the ωB97M-V functional and the def2-TZVPD basis.

Positions of all 135 atoms, in Å:
1 S -0.9023 1.6468 -3.6827
2 S 0.0396 -1.5229 1.7863
3 P 2.7333 -0.4739 5.2173
4 F -2.0602 -2.6829 4.0367
5 F 5.6630 1.5281 0.9892
6 O 7.4483 3.3695 -2.2367
7 O 9.8932 3.4926 -4.1746
8 O -4.9675 0.5934 -2.6127
9 O -2.5887 -0.5437 3.4054
10 O 2.6809 1.2121 3.2253
11 O 2.0216 3.2849 2.2863
12 O -7.7983 1.1283 -1.6208
13 O 0.4204 2.0777 0.1297
14 O 9.2672 0.9331 -2.6466
15 O -6.3960 -4.0444 1.5632
16 O 2.6744 -1.9981 5.5373
17 O -1.3020 -1.8334 -0.6867
18 O -5.3507 1.7674 0.1914
19 O 3.1351 1.8009 -4.2751
20 O 1.8899 0.4764 6.3553
21 O -1.5441 1.3819 1.1302
22 O 0.1306 2.7318 4.7949
23 O -6.9169 -4.6324 -1.4014
24 O -6.8969 -6.9595 0.5640
25 O 1.9283 0.5352 -2.7678
26 O 0.1280 -1.1477 -2.3509
27 O 4.3967 -0.0518 5.4161
28 C 11.2174 3.9862 -4.1326
29 C 6.0386 3.2663 -2.3642
30 C -6.1837 -6.8929 -0.6649
31 C 3.7725 -1.0199 -2.2556
32 C 1.7460 2.1324 2.6456
33 C -4.7341 1.1770 1.3242
34 C 3.8985 -0.2500 1.3312
35 C 8.8163 1.3198 -3.9457
36 C 2.0079 1.4836 -3.8217
37 C -1.7252 -1.2803 3.8926
38 C 0.3726 1.3031 2.6715
39 C -0.1469 -1.4425 -0.9870
40 C -5.8416 -0.2937 -1.9167
41 C -0.6716 5.0594 4.9157
42 C -0.8159 3.5627 5.5407
43 C 2.1655 -0.1551 3.4098
44 C 0.9501 -1.2428 0.1986
45 C 5.3284 0.3469 1.7447
46 C -4.4170 2.1987 -0.7957
47 C 7.9831 2.5233 -1.2247
48 C 3.2366 -1.0294 2.5934
49 C -7.2711 -3.3355 0.6933
50 C -5.2752 -3.2766 1.9767
51 C -5.8142 -5.4556 -1.0173
52 C -0.2477 -0.7904 4.3612
53 C -0.2803 1.6088 1.2133
54 C 0.7088 2.1936 -4.4322
55 C 2.4531 -0.7671 -3.1523
56 C 0.5947 -0.2575 3.0664
57 C -8.6757 1.8463 -2.4644
58 C -0.5530 2.2058 3.6288
59 C -7.3257 -0.0822 -2.1996
60 C 1.3182 -1.8676 -2.7716
61 C -4.9695 1.9618 -2.1983
62 C 9.3353 1.9583 -1.6514
63 C 9.7966 2.1869 -4.7294
64 C -7.9811 -7.8662 0.5332
65 C -7.8413 -4.2650 -0.3746
66 H -8.5886 -7.7302 -0.3678
67 H 1.4384 -0.1667 6.9545
68 H 4.1355 -1.3793 3.2331
69 H -0.5637 3.5266 6.6599
70 H 2.8028 -2.0074 2.1536
71 H -6.7578 -2.4988 0.2071
72 H 9.4405 2.2942 -5.7610
73 H 3.6758 -1.9751 -1.6322
74 H 1.3617 -0.1872 0.0529
75 H -5.5763 -1.2953 -2.2714
76 H 8.1127 3.1345 -0.3248
77 H 4.1104 -1.0671 0.5388
78 H 5.7229 2.2186 -2.4079
79 H -7.6099 -8.8973 0.5847
80 H -5.9575 2.4067 -2.3257
81 H 7.3024 1.6971 -0.9958
82 H -5.1602 -5.4880 -1.8948
83 H -5.6269 -0.2893 -0.8476
84 H 0.2328 -1.7251 4.8304
85 H 10.0270 2.7460 -1.9522
86 H 3.1964 0.4949 0.8294
87 H 4.7325 -1.0539 -2.8700
88 H -4.2733 1.9478 1.9462
89 H 11.5376 4.2878 -5.1376
90 H -4.7974 -2.7856 1.1224
91 H 11.9080 3.2396 -3.7265
92 H -3.9877 0.4357 1.0235
93 H -0.8888 5.8317 5.7261
94 H -1.5080 1.6844 3.9747
95 H 8.6902 0.3823 -4.4974
96 H -8.6413 -3.7235 -0.8896
97 H 5.5468 3.7760 -1.5325
98 H 1.6735 -2.6681 -2.0424
99 H -9.6598 1.3611 -2.4830
100 H 0.6565 1.9413 -5.5495
101 H -8.2759 1.9240 -3.4810
102 H 6.1219 -0.4463 1.4567
103 H -3.4582 1.6800 -0.6922
104 H -5.5799 -2.5347 2.7188
105 H 9.7828 1.4782 -0.7755
106 H 2.7089 -0.7504 -4.2735
107 H -8.0894 -2.9408 1.3063
108 H -8.7814 2.8570 -2.0651
109 H -4.5496 -3.9554 2.4248
110 H -7.9001 -0.9043 -1.7549
111 H 10.7742 1.6918 -4.7503
112 H 11.2358 4.8567 -3.4739
113 H -5.2315 -4.9812 -0.2277
114 H -7.4881 -0.0929 -3.2834
115 H 4.7802 -0.7676 5.9876
116 H -6.7681 -7.3235 -1.4860
117 H -0.8996 3.0998 2.9793
118 H -8.3065 -5.1487 0.0637
119 H -4.2563 3.2721 -0.6446
120 H -1.3393 5.1599 3.9916
121 H -4.3106 2.4764 -2.9048
122 H -8.6147 -7.6694 1.4004
123 H 5.7499 3.7449 -3.3002
124 H 0.4270 5.1238 4.5610
125 H -1.8994 3.2162 5.4375
126 H 1.7380 -2.0597 0.0800
127 H -0.3371 -0.0091 5.1856
128 H 3.8669 -0.1323 -1.5286
129 H -5.5072 0.6649 1.8996
130 H 0.7562 3.3431 -4.3556
131 H -5.2675 -7.4834 -0.5451
132 H -0.7740 1.4604 -2.3118
133 H 7.8258 1.7722 -3.8947
134 H 5.4292 0.4759 2.8816
135 H 1.0344 -2.3858 -3.7672

Force components x, y, z for each atom (eV/Å):
S -0.293 -0.204 -0.173
S 1.102 0.773 -0.013
P 1.029 -3.355 2.450
F 1.227 2.589 0.060
F -0.539 -1.431 1.261
O -0.059 -0.399 -0.110
O 0.386 -0.174 0.211
O -0.369 0.039 0.133
O 3.363 -3.098 2.347
O -1.049 0.849 -0.609
O -0.870 -4.806 1.802
O -0.018 0.203 -0.428
O -1.577 -2.375 5.072
O 0.006 0.269 -0.151
O 0.183 0.133 -0.349
O -0.371 3.882 -0.594
O 4.357 1.491 -1.323
O 0.044 -0.243 -0.120
O -3.784 -1.239 1.302
O 1.021 -1.841 -1.596
O 3.336 0.398 0.983
O -1.586 -0.584 0.305
O -0.013 -0.172 0.274
O -0.401 -0.018 -0.262
O -0.421 0.946 -2.615
O 0.868 -2.038 2.718
O -2.501 -0.460 -0.148
C -0.331 0.062 -0.124
C 0.194 0.144 0.025
C 0.122 0.298 0.268
C -0.027 0.478 0.036
C 0.158 0.653 -0.036
C -0.107 0.007 -0.163
C 0.371 -0.736 -0.077
C 0.014 -0.132 0.021
C 3.042 1.149 -0.811
C -2.694 2.289 -1.577
C -0.553 2.535 -0.724
C -3.846 -0.870 1.100
C 0.166 -0.084 -0.129
C 0.482 -1.024 0.302
C 0.291 1.218 -0.400
C 2.460 0.547 0.304
C -0.269 0.103 -1.760
C 0.171 -1.067 -0.355
C -0.412 -0.110 -0.078
C 0.274 0.308 -0.391
C 0.605 -1.102 -1.409
C 0.015 -0.562 0.187
C -0.164 -0.154 0.013
C 0.038 0.025 -0.136
C -0.660 -1.435 -0.108
C -1.806 0.480 -4.883
C 0.251 0.105 1.034
C 1.173 -0.592 1.060
C 0.405 1.269 0.473
C 0.080 -0.182 0.345
C -1.007 0.590 -0.667
C 0.239 0.092 0.363
C 0.174 0.612 -2.152
C 0.249 0.088 0.085
C -0.134 -0.073 0.174
C -0.359 0.149 0.168
C 0.316 0.088 0.165
C 0.020 0.227 -0.076
H 0.015 -0.072 -0.043
H 0.544 0.518 -0.614
H -1.673 0.662 -0.714
H -0.031 0.071 -1.733
H 0.272 1.643 1.133
H 0.041 -0.019 0.003
H -0.009 -0.231 -0.064
H 0.223 1.246 -0.961
H -0.517 -1.311 0.370
H -0.056 0.076 -0.121
H 0.060 -0.221 0.208
H -0.418 1.340 1.267
H -0.079 0.036 0.079
H -0.193 -0.049 -0.082
H -0.074 -0.050 0.228
H -0.012 0.047 -0.009
H -0.152 -0.038 -0.032
H -0.203 0.189 0.054
H -0.363 1.448 -0.931
H -0.199 0.138 -0.087
H 1.124 -0.692 0.924
H -1.327 -0.025 0.747
H 0.242 -0.149 0.073
H 0.196 -0.019 0.083
H -0.008 0.103 0.067
H 0.045 -0.019 -0.067
H 0.150 0.177 0.135
H 0.169 -0.847 -1.320
H 1.309 0.295 -0.761
H 0.157 0.009 0.053
H 0.141 0.056 -0.068
H -0.187 -0.128 0.031
H -0.479 1.275 -0.859
H -0.040 0.105 -0.187
H 0.096 0.163 1.724
H -0.053 -0.046 -0.043
H -1.148 1.326 0.374
H -0.012 0.034 0.102
H 0.152 0.161 -0.019
H -0.113 -0.111 -0.066
H -0.464 -0.225 1.762
H -0.159 0.172 -0.192
H -0.010 -0.118 0.078
H -0.102 0.009 0.050
H 0.084 -0.202 -0.116
H 0.012 0.043 0.066
H -0.100 -0.024 -0.110
H -0.136 -0.147 0.174
H 0.009 0.074 0.010
H -0.751 0.681 -0.749
H -0.062 0.027 0.045
H 0.617 -1.470 0.925
H 0.169 0.016 0.209
H 0.221 0.057 -0.186
H 0.864 0.075 1.482
H 0.098 -0.159 0.053
H 0.147 -0.016 0.005
H 0.063 0.039 0.058
H -1.798 0.117 0.671
H 1.434 0.157 0.003
H -0.856 1.298 0.164
H -0.111 -0.799 -1.387
H -0.174 -1.375 -1.156
H -0.114 0.112 -0.025
H 0.494 -1.936 0.033
H 0.094 0.035 -0.216
H 0.807 0.511 -0.960
H 0.119 0.256 0.004
H -0.333 0.550 -1.780
H 0.337 0.624 1.715

Values from the calculation:
Gap between HOMO and LUMO = 7.6440 eV
Total charge = -1
Calculated total energy = -4482.4034 hartree

Mulliken population analysis, charges in e, atoms 1 to 8: -0.205 -0.457 0.660 -0.332 -0.298 -0.357 -0.268 -0.527